(1)
85
Properties=species:S:1:pos:R:3 method="wB97M-V/def2-TZVPD" lumo_ev=-5.949 spin_multiplicity=1 e_tot_ev=-160860.8474 largest_force_ev_per_a=2.251 total_charge=+1
O 5.90066 4.81556 -0.93504
S 5.19203 3.61990 -1.13719
O 5.45907 2.50517 -0.32523
F 5.19072 3.23776 -2.60615
S 3.15323 4.11278 -0.66652
Br 2.17857 2.21208 -0.49239
H 2.60330 4.62412 -1.79684
C -0.11690 -1.54890 2.84806
C 1.02500 -0.57887 2.94364
C 1.26922 0.02649 4.30750
O 1.85181 1.30940 3.96141
C 1.36573 1.65015 2.76391
O 1.46302 2.72355 2.24270
O 0.74526 0.61616 2.16900
H -0.33037 -1.77722 1.80484
H 0.11245 -2.47415 3.37106
H -1.02074 -1.12569 3.27646
H 1.94243 -1.02160 2.54616
H 1.95062 -0.54859 4.92639
H 0.34487 0.21047 4.85599
C -6.41926 -2.69666 1.71079
C -4.98938 -3.16069 1.60988
C -3.99625 -2.37385 2.43571
O -2.78587 -2.54346 1.67639
C -3.13892 -2.72299 0.38676
O -2.37607 -2.67040 -0.52919
O -4.46278 -2.94995 0.27823
H -7.03616 -3.19116 0.96195
H -6.82143 -2.91843 2.69855
H -6.49059 -1.62269 1.53465
H -4.91787 -4.22943 1.82674
H -3.86524 -2.75035 3.44566
H -4.23232 -1.30797 2.47122
C -3.45571 -6.55832 5.76592
C -2.29363 -5.60686 5.88505
C -2.06048 -5.04292 7.26892
O -1.44340 -3.77620 6.97473
C -1.88856 -3.38095 5.76715
O -1.74157 -2.28891 5.31201
O -2.52965 -4.39084 5.13566
H -3.66467 -6.77887 4.71989
H -3.23686 -7.49151 6.28282
H -4.35843 -6.12178 6.19515
H -1.38319 -6.06444 5.49064
H -1.40562 -5.65153 7.88541
H -2.99232 -4.85160 7.80430
C -3.49975 -1.68892 -3.28678
C -2.35783 -0.70796 -3.27867
C -2.09429 -0.03008 -1.95172
O -1.51759 1.22880 -2.37033
C -2.02002 1.50733 -3.59973
O -1.91459 2.56620 -4.13612
O -2.64481 0.43730 -4.11573
H -3.73277 -1.99164 -4.30682
H -3.24421 -2.57087 -2.70263
H -4.39922 -1.23650 -2.86686
H -1.44867 -1.17686 -3.66343
H -1.40764 -0.57922 -1.31357
H -3.01127 0.18404 -1.39989
C -2.13749 5.70762 -4.48518
C -0.99151 6.68303 -4.48352
C -0.73920 7.36535 -3.15720
O -0.13389 8.59852 -3.55683
C -0.60598 8.89564 -4.80213
O -0.46828 9.94022 -5.34077
O -1.25025 7.82216 -5.32483
H -2.37105 5.38889 -5.49933
H -1.88978 4.82918 -3.89641
H -3.03715 6.16908 -4.07438
H -0.08255 6.19919 -4.85591
H -0.06882 6.81150 -2.50222
H -1.66479 7.58915 -2.62259
C 8.30366 0.73839 -2.20706
C 8.34045 -0.32684 -3.27363
C 7.03894 -0.54121 -4.01444
O 7.13174 -1.91454 -4.39813
C 7.91583 -2.54339 -3.47933
O 8.02888 -3.71604 -3.37592
O 8.54236 -1.62569 -2.69399
H 9.21058 0.71148 -1.60529
H 8.21175 1.72785 -2.65771
H 7.46345 0.57727 -1.52821
H 9.15955 -0.14076 -3.97303
H 6.92465 0.09269 -4.89055
H 6.16777 -0.42619 -3.36195

---

(2)
74
Properties=species:S:1:pos:R:3 method="wB97M-V/def2-TZVPD" lumo_ev="-0.695 / -2.104" e_above_lowest_kj_mol=0.0 spin_multiplicity=4 e_tot_ev=-141791.5393 largest_force_ev_per_a=0.291
Ti -1.75764 -0.27632 -0.71820
O -1.96651 4.21516 -0.82084
C -1.95296 4.41797 0.51146
C -1.84702 5.73811 0.94989
C -1.83003 6.02448 2.29831
C -1.91989 5.00160 3.24191
C -2.02302 3.69669 2.81331
C -2.03874 3.37700 1.45066
C -2.10882 1.96812 1.03054
O -2.05099 1.68255 -0.24479
N -2.21205 1.02716 1.93433
N -2.18752 -0.18727 1.29903
C -2.48568 -1.26267 1.97424
C -2.55184 -2.46392 1.19643
C -2.79614 -3.72994 1.73432
C -2.88527 -4.81422 0.89097
C -2.73817 -4.62288 -0.48453
C -2.49189 -3.35138 -0.95071
N -2.38476 -2.28426 -0.14317
H -2.05208 3.25246 -0.96834
H -1.78196 6.51766 0.20276
H -1.74768 7.05430 2.62194
H -1.90903 5.22874 4.29908
H -2.09280 2.88408 3.52339
H -2.71593 -1.23076 3.03284
H -2.91614 -3.83627 2.80402
H -3.07201 -5.80279 1.28859
H -2.81305 -5.44611 -1.17970
H -2.37498 -3.15827 -2.01015
C 3.24348 1.36696 -2.19633
Si 1.51652 1.62564 -1.50636
C 0.33811 1.86105 -2.93687
C 1.49762 3.11359 -0.37402
Ge 1.08667 -0.34227 -0.18257
Si 1.66872 -2.44254 -1.19121
C 1.12124 -3.87183 -0.10752
C 0.93910 -2.61208 -2.90481
C 3.54275 -2.46971 -1.31333
Si 1.69730 -0.17698 2.12401
C 1.05337 1.37115 2.94313
C 3.57618 -0.16132 2.14502
C 1.06840 -1.68696 3.03842
H 3.55615 2.26962 -2.72893
H 3.26530 0.53781 -2.90705
H 3.97709 1.16500 -1.41345
H 0.65267 2.74774 -3.49492
H -0.69339 2.02333 -2.62065
H 0.35450 1.01250 -3.62321
H 1.63917 4.02675 -0.95783
H 2.29766 3.05632 0.36704
H 0.54826 3.20605 0.15754
H 0.06505 -3.80731 0.15885
H 1.69981 -3.91345 0.81599
H 1.27691 -4.81385 -0.64086
H -0.14154 -2.76257 -2.86437
H 1.37469 -3.48113 -3.40491
H 1.13260 -1.74164 -3.53510
H 4.01409 -2.39331 -0.33223
H 3.92315 -1.65727 -1.93479
H 3.85701 -3.41476 -1.76539
H 1.34016 2.27873 2.41021
H 1.46191 1.43161 3.95631
H -0.03541 1.34893 3.01230
H 3.97063 0.70287 1.60590
H 3.99542 -1.06063 1.69137
H 3.93615 -0.10454 3.17593
H -0.01791 -1.76132 2.95338
H 1.32009 -1.61468 4.09989
H 1.50164 -2.60910 2.65065
N -0.10777 -1.30418 -6.60717
C -0.94093 -1.41401 -5.81456
N -1.92832 -1.59691 -4.94470
C -1.94439 -1.01066 -3.82937
N -1.99531 -0.53966 -2.75098

---

(3)
78
Properties=species:S:1:pos:R:3 method="wB97M-V/def2-TZVPD" lumo_ev="1.388 / 1.388" spin_multiplicity=2 e_tot_ev=-55263.3801 largest_force_ev_per_a=4.657 total_charge=-1
C -0.27221 3.11075 1.42027
N -0.00474 4.57197 1.65605
O -0.86675 5.14173 2.35922
O 1.05802 5.02880 1.28530
H -1.35675 3.10101 1.52883
H 0.19226 2.48637 2.18349
H 0.18248 2.95565 0.44185
C 0.15410 2.62098 -5.03600
N -0.90092 1.95363 -5.79620
O -1.61756 1.14659 -5.30702
O -1.16989 2.19057 -6.97775
H -0.26928 2.53467 -4.03530
H 0.20916 3.65725 -5.36950
H 1.05582 2.03715 -4.85123
C -4.56031 0.79248 -3.64379
N -4.00664 0.26894 -2.32418
O -4.64760 -0.59381 -1.77123
O -3.04665 0.77457 -1.82452
H -5.22798 1.57407 -3.28126
H -5.05924 0.04366 -4.25896
H -3.65673 1.07764 -4.18262
C 6.49880 1.13185 -1.59950
N 5.24214 0.27729 -1.59319
O 5.04081 -0.68351 -2.35643
O 4.52522 0.62117 -0.65056
H 7.12282 0.60920 -2.32444
H 7.00056 1.04839 -0.63546
H 6.12380 2.11129 -1.89645
N -3.44254 -4.25340 0.65084
C -2.95214 -3.61160 1.68495
C -3.63313 -3.98001 2.85929
C -4.53438 -4.98055 2.52016
C -4.40225 -5.13672 1.15666
H -3.05731 -4.11022 -0.27177
H -2.09440 -2.96219 1.59028
H -3.26589 -3.85896 3.86769
H -5.14428 -5.55835 3.19882
H -4.81185 -5.93127 0.55060
N -0.78661 0.26176 -0.56269
C 0.39223 0.46442 -1.20225
C 1.38015 -0.36140 -0.63860
C 0.84255 -0.90702 0.51140
C -0.47020 -0.50782 0.51371
H -1.67297 0.72638 -0.69906
H 0.34504 0.96659 -2.15724
H 2.43640 -0.42603 -0.85433
H 1.31015 -1.37249 1.36643
H -1.30600 -0.62495 1.18759
N -4.93756 2.40006 1.66435
C -4.40231 1.11066 1.57399
C -3.67119 0.86509 2.74617
C -3.75473 1.94868 3.53328
C -4.44874 2.88959 2.83109
H -5.48921 2.92112 0.99782
H -4.50703 0.50580 0.68541
H -3.17240 -0.02257 3.10628
H -3.48183 2.11593 4.56476
H -4.84223 3.86642 3.07060
N 2.98815 1.55581 2.09119
C 2.60157 1.04732 3.26441
C 3.38123 1.66004 4.26452
C 4.18024 2.55255 3.62374
C 4.02475 2.42973 2.27159
H 2.39347 1.53191 1.27518
H 1.67569 0.49162 3.28260
H 3.38730 1.55807 5.33968
H 4.71274 3.30413 4.18763
H 4.48254 2.90473 1.41649
N 4.23530 -5.29150 -1.40606
C 4.07167 -4.60433 -0.19932
C 3.16270 -3.56925 -0.43162
C 3.00267 -3.44875 -1.77273
C 3.63860 -4.53715 -2.35319
H 4.65200 -6.21150 -1.41301
H 4.37035 -5.03025 0.74714
H 2.80299 -2.83556 0.27458
H 2.42418 -2.69094 -2.28014
H 3.64356 -4.84422 -3.38861